{
  "formula": "C6H12Br6F12OP2V",
  "method": "the ωB97M-V functional and the def2-TZVPD basis",
  "symbols": ["O", "V", "P", "F", "F", "F", "F", "F", "F", "P", "F", "F", "F", "F", "F", "F", "Br", "C", "C", "Br", "H", "H", "H", "H", "Br", "C", "C", "Br", "H", "H", "H", "H", "Br", "C", "C", "Br", "H", "H", "H", "H"],
  "positions_angstrom": [[-14.654, -12.949, 12.991], [-15.239, -12.728, 11.560], [-17.180, -10.203, 11.618], [-16.469, -11.203, 10.548], [-18.544, -10.383, 10.788], [-17.317, -11.506, 12.485], [-17.801, -9.302, 12.788], [-15.652, -9.942, 12.131], [-16.946, -8.872, 10.701], [-15.147, -14.947, 9.920], [-13.955, -14.301, 10.886], [-15.319, -13.404, 9.415], [-14.080, -15.245, 8.769], [-16.365, -15.319, 8.964], [-14.871, -16.341, 10.617], [-16.240, -14.507, 11.070], [-18.671, -13.365, 10.136], [-19.428, -14.359, 8.583], [-18.641, -13.837, 7.336], [-19.027, -15.063, 5.870], [-20.495, -14.135, 8.565], [-19.166, -15.395, 8.797], [-17.567, -13.717, 7.482], [-18.988, -12.851, 7.028], [-10.994, -14.273, 4.579], [-13.001, -14.617, 4.407], [-13.346, -15.876, 5.269], [-15.260, -16.367, 4.819], [-13.168, -14.710, 3.334], [-13.541, -13.715, 4.692], [-13.155, -15.686, 6.325], [-12.813, -16.770, 4.944], [-13.284, -16.378, 13.765], [-14.018, -18.167, 13.049], [-13.654, -19.263, 14.029], [-13.952, -20.988, 13.039], [-13.537, -18.286, 12.079], [-15.081, -18.078, 12.823], [-14.300, -19.199, 14.904], [-12.624, -19.146, 14.365]],
  "mulliken_charge": [-0.285, 1.463, 1.148, -0.302, -0.289, -0.341, -0.315, -0.336, -0.347, 1.369, -0.366, -0.388, -0.303, -0.241, -0.212, -0.297, -0.052, -0.685, -0.453, 0.118, 0.527, 0.367, 0.255, 0.466, -0.086, -0.701, -0.411, 0.116, 0.425, 0.396, 0.346, 0.406, -0.202, -0.681, -0.538, -0.173, 0.389, 0.421, 0.391, 0.399],
  "charge": 1,
  "relative_energy_ev": 0.0000,
  "homo_lumo_gap_ev": [5.9, 2.3],
  "fmax_ha_per_bohr": 0.133,
  "spin_multiplicity": 3,
  "homo_ev": [-12.293, -12.294],
  "s2": 2.0490
}